Entry 1:
DFT (wB97M-V/def2-TZVPD) results for one molecule with the formula C12H14ClN3.

Properties
- LUMO energy: -0.04 eV
- HOMO: -8.467 eV
- Structure (SMILES): Clc1ccc(C2=C[C@@H]3CNC[C@H](C2)C3)nn1

Structure (ORCA input):
```
! RIJCOSX wB97M-V def2-TZVPD def2/J DEFGRID3
* xyz 0 1
Cl -5.979 -1.999 -0.979
C -4.334 -1.608 -0.900
C -3.752 -0.541 -1.715
C -2.531 0.045 -1.394
C -1.883 -0.518 -0.202
C -0.596 0.088 0.329
C -0.045 1.417 0.258
C 1.368 1.753 0.639
C 2.233 1.634 -0.617
N 2.311 0.282 -0.988
C 2.688 -0.773 -0.048
C 1.719 -0.691 1.219
C 0.288 -1.055 0.832
C 1.730 0.795 1.685
N -2.342 -1.682 0.283
N -3.628 -2.159 0.021
H -4.424 -0.179 -2.526
H -2.236 0.961 -1.921
H -0.549 2.182 -0.300
H 1.325 2.735 1.071
H 1.706 2.150 -1.407
H 3.196 2.116 -0.489
H 1.440 0.023 -1.334
H 3.635 -0.561 0.408
H 2.511 -1.751 -0.479
H 2.083 -1.283 2.061
H 0.328 -1.911 0.207
H -0.048 -1.414 1.824
H 2.749 0.995 1.949
H 1.038 0.951 2.513
*
```

Here are the Mulliken charges for atoms 1 to 5, given in e: atom 1 (Cl): -0.16, atom 2 (C): 0.52, atom 3 (C): -0.50, atom 4 (C): -0.48, atom 5 (C): 0.00

***

Entry 2:
DFT (wB97M-V/def2-TZVPD) results for C12H14I2N2Ni as an isolated structure.

Properties
- LUMO energy (spin up / spin down): -0.93 / -0.91 eV
- HOMO (spin up / spin down): -8.170 / -8.053 eV
- ⟨S²⟩: 2.01

Structure (ORCA input):
```
! RIJCOSX wB97M-V def2-TZVPD def2/J DEFGRID3
* xyz 0 3
C 2.482 2.960 1.771
C 3.282 1.799 1.181
H 1.968 3.547 1.005
H 3.184 3.629 2.276
H 1.751 2.651 2.520
H 2.805 1.245 0.363
H 4.196 2.234 0.756
H 3.580 1.097 1.967
C -2.606 1.265 0.363
C -3.845 1.112 -0.263
C -4.031 0.052 -1.172
C -2.966 -0.805 -1.416
H -2.402 2.086 1.051
H -4.649 1.806 -0.017
H -4.990 -0.089 -1.686
H -3.038 -1.663 -2.078
N -1.578 0.449 0.110
C -1.749 -0.582 -0.750
C -0.578 -1.441 -0.873
N 0.552 -1.005 -0.243
C 1.591 -1.855 -0.104
C 0.464 -3.547 -1.395
C 1.576 -3.135 -0.654
H 2.412 -1.479 0.515
H 2.437 -3.776 -0.484
C -0.629 -2.695 -1.493
H -1.528 -2.968 -2.036
H 0.453 -4.524 -1.870
Ni 0.571 0.844 0.671
I 0.604 2.596 -1.045
I 0.683 0.193 3.027
*
```

Here are the Mulliken charges for atoms 1 to 5, given in e: atom 1 (C): -0.80, atom 2 (C): -0.69, atom 3 (H): 0.20, atom 4 (H): 0.34, atom 5 (H): 0.15

***

Entry 3:
DFT (wB97M-V/def2-TZVPD) results for C12H14IMgN3O2 as an isolated structure.

Properties
- LUMO energy (spin up / spin down): 0.05 / -0.06 eV
- HOMO (spin up / spin down): -5.239 / -5.757 eV

Structure (ORCA input):
```
! RIJCOSX wB97M-V def2-TZVPD def2/J DEFGRID3
* xyz 0 1
C -1.756 2.100 1.450
C -2.359 1.911 -1.171
H -2.129 1.688 2.386
H -2.453 2.835 1.053
H -0.763 2.520 1.615
H -2.446 1.445 -2.157
H -3.339 2.197 -0.787
H -1.692 2.771 -1.211
C 1.632 -2.108 2.463
C 1.481 -3.347 3.088
C 1.541 -4.512 2.321
C 1.661 -4.411 0.933
H 1.546 -1.167 3.002
H 1.330 -3.382 4.164
H 1.489 -5.498 2.780
H 1.649 -5.279 0.276
N 1.892 -2.019 1.142
C 1.811 -3.139 0.353
C 1.772 -2.898 -1.098
N 1.863 -1.590 -1.492
C 1.553 -1.228 -2.755
C 1.354 -3.541 -3.385
C 1.325 -2.188 -3.742
H 1.487 -0.156 -2.938
H 1.130 -1.855 -4.758
C 1.536 -3.908 -2.047
H 1.498 -4.940 -1.701
H 1.238 -4.316 -4.135
Mg 2.346 -0.395 0.045
I -1.496 0.388 0.130
O 1.937 1.645 -0.574
N 2.623 2.158 0.384
O 3.189 1.283 1.127
*
```

Here are the Mulliken charges for atoms 1 to 5, given in e: atom 1 (C): -1.00, atom 2 (C): -1.13, atom 3 (H): 0.34, atom 4 (H): 0.34, atom 5 (H): 0.27

***

Entry 4:
DFT (wB97M-V/def2-TZVPD) results for an isolated ion of composition C12H14N and charge +1.

Properties
- LUMO energy (spin up / spin down): -2.83 / -5.95 eV
- HOMO (spin up / spin down): -11.216 / -12.246 eV
- ⟨S²⟩: 2.01

Structure (ORCA input):
```
! RIJCOSX wB97M-V def2-TZVPD def2/J DEFGRID3
* xyz 1 3
C 0.246 3.371 -0.981
C -0.519 2.267 -1.589
C 1.020 3.100 0.107
C -0.407 1.149 -0.895
C 0.186 0.773 0.265
C 0.951 1.872 0.842
C 0.674 -1.611 -0.463
C -1.742 -1.120 -0.936
C 0.044 -0.719 0.651
C -0.732 -2.216 -0.603
C 1.744 1.647 2.041
C -1.167 -3.641 -0.678
N -1.292 -1.271 0.383
H 0.265 4.373 -1.457
H -1.009 2.381 -2.598
H 1.581 3.979 0.472
H 0.983 -0.956 -1.239
H 1.344 -2.234 -0.077
H -2.738 -1.350 -1.103
H 0.475 -0.875 1.682
H 2.752 1.874 1.828
H 1.368 2.188 2.841
H 1.624 0.589 2.242
H -0.611 -4.161 -1.410
H -2.184 -3.806 -0.867
H -1.058 -4.247 0.310
H -1.799 -1.356 1.231
*
```

Here are the Mulliken charges for atoms 1 to 5, given in e: atom 1 (C): -0.20, atom 2 (C): -1.31, atom 3 (C): -0.88, atom 4 (C): -0.03, atom 5 (C): 0.95

***

Entry 5:
DFT (wB97M-V/def2-TZVPD) results for a 2-piece molecular cluster, C12H14N2Si overall.

Properties
- LUMO energy (spin up / spin down): -0.83 / -0.83 eV
- HOMO (spin up / spin down): -6.412 / -6.414 eV

Structure (ORCA input):
```
! RIJCOSX wB97M-V def2-TZVPD def2/J DEFGRID3
* xyz 0 1
C -3.914 1.542 0.007
C 4.175 1.061 0.087
C -3.657 0.799 1.174
C -2.927 1.558 -0.961
C 3.795 0.214 -0.907
C 3.403 1.292 1.210
C -2.622 -0.021 1.300
C -1.732 0.708 -0.827
C 2.509 -0.244 -0.913
C 2.189 0.632 1.287
C -1.568 0.034 0.394
C 1.696 -0.050 0.203
N -0.891 -3.248 -0.524
N 0.024 -2.642 0.338
Si 0.050 -0.908 0.388
H -4.734 2.253 -0.089
H 4.999 1.644 -0.084
H -4.412 0.829 2.004
H -3.111 2.187 -1.796
H 4.324 -0.004 -1.836
H 3.558 2.097 1.977
H -2.362 -0.621 2.178
H -0.899 0.869 -1.400
H 2.069 -0.869 -1.629
H 1.584 0.846 2.128
H -1.744 -3.250 -0.033
H -0.744 -2.694 -1.420
H 0.932 -3.009 0.530
H 0.009 -1.004 -2.786
*
```

Here are the Mulliken charges for atoms 1 to 5, given in e: atom 1 (C): -0.43, atom 2 (C): -0.33, atom 3 (C): -0.27, atom 4 (C): -0.44, atom 5 (C): -0.61

***

Entry 6:
DFT (wB97M-V/def2-TZVPD) results for one molecule with the formula C12H14N4O2S.

Properties
- LUMO energy: 0.28 eV
- HOMO: -9.001 eV
- Structure (SMILES): CCn1c(SCCC(=O)O)nnc1-c1cccnc1

Structure (ORCA input):
```
! RIJCOSX wB97M-V def2-TZVPD def2/J DEFGRID3
* xyz 0 1
C 0.114 0.409 2.937
C -0.996 0.410 1.933
N -0.212 -0.514 0.835
C -0.579 -1.802 0.464
S -2.259 -2.321 0.851
C -3.124 -1.733 -0.511
C -2.744 -1.970 -1.955
C -1.581 -1.023 -2.278
O -1.683 0.341 -1.897
O -1.126 -1.381 -3.343
N 0.006 -2.114 -0.612
N 1.044 -1.250 -0.802
C 0.818 -0.340 0.039
C 1.841 0.858 -0.164
C 3.258 0.564 0.009
C 3.898 1.828 -0.027
C 3.420 2.948 -0.060
N 1.979 3.256 0.222
C 1.326 2.293 -0.044
H -0.516 0.982 3.709
H 0.276 -0.528 3.229
H 0.928 1.034 2.652
H -1.204 1.396 1.370
H -1.762 -0.239 2.066
H -3.395 -0.696 -0.212
H -4.311 -2.127 -0.397
H -3.640 -1.836 -2.736
H -2.247 -2.975 -1.888
H -0.379 -0.738 -3.345
H 3.494 -0.457 0.067
H 5.111 1.558 -0.019
H 3.908 3.871 -0.073
H 0.337 2.296 -0.019
*
```

Here are the Mulliken charges for atoms 1 to 5, given in e: atom 1 (C): -1.15, atom 2 (C): -0.48, atom 3 (N): 0.21, atom 4 (C): 0.26, atom 5 (S): -0.29

***

Energy relative to the best compared isomer or geometry (same formula, charge and spin) readings, ordered: 13.9; 0.0; 107.2; 94.2; 149.9; 218.7 kcal/mol
Max |F| readings, ordered: 0.094; 0.031; 0.040; 0.082; 0.098; 0.281 hartree/bohr